{
  "formula": "C24H25FN4O",
  "method": "wB97M-V/def2-TZVPD",
  "species": ["O", "C", "N", "C", "C", "C", "C", "C", "C", "N", "C", "N", "C", "C", "N", "C", "C", "C", "C", "C", "C", "F", "C", "C", "C", "C", "C", "C", "C", "C", "H", "H", "H", "H", "H", "H", "H", "H", "H", "H", "H", "H", "H", "H", "H", "H", "H", "H", "H", "H", "H", "H", "H", "H", "H"],
  "xyz": [[-3.7222, -2.4810, 0.1106], [-3.7550, -1.2837, 0.3218], [-2.6958, -0.5978, 0.8150], [-1.3849, -1.1819, 0.9356], [-0.4344, -0.5642, -0.1073], [0.8763, -1.3152, -0.2017], [1.5780, -1.7992, 0.8973], [2.7858, -2.4486, 0.6986], [3.2546, -2.5998, -0.5959], [2.5847, -2.1768, -1.6536], [1.4331, -1.5656, -1.4551], [-0.3412, 0.8734, 0.1350], [0.3489, 1.3136, 1.3429], [1.5891, 2.1608, 1.0141], [2.2679, 1.6077, -0.1291], [3.4710, 0.9532, -0.0970], [4.2332, 0.8080, -1.2670], [5.4448, 0.1497, -1.2766], [5.9731, -0.3808, -0.1127], [5.2532, -0.2533, 1.0607], [4.0312, 0.3839, 1.0559], [3.3600, 0.4082, 2.2464], [1.4992, 1.7226, -1.3474], [-0.0090, 1.6957, -1.0046], [-4.9857, -0.4659, 0.1065], [-6.2191, -1.0790, 0.3038], [-7.3913, -0.3751, 0.1019], [-7.3419, 0.9446, -0.3163], [-6.1181, 1.5544, -0.5376], [-4.9424, 0.8559, -0.3261], [-2.7404, 0.4041, 0.9089], [-1.0155, -1.0219, 1.9515], [-1.4908, -2.2536, 0.7522], [-0.9357, -0.6619, -1.0795], [1.1952, -1.6899, 1.9009], [3.3469, -2.8327, 1.5359], [4.1967, -3.0891, -0.8019], [0.9081, -1.2700, -2.3569], [0.6627, 0.4514, 1.9288], [-0.3448, 1.9088, 1.9529], [1.2893, 3.1872, 0.7651], [2.2487, 2.2167, 1.8754], [3.8671, 1.2346, -2.1865], [5.9867, 0.0606, -2.2057], [6.9245, -0.8877, -0.1152], [5.6149, -0.6616, 1.9919], [1.7328, 2.6585, -1.8788], [1.7451, 0.8832, -1.9998], [-0.5702, 1.3459, -1.8734], [-0.3527, 2.7105, -0.7763], [-6.2358, -2.1122, 0.6162], [-8.3445, -0.8558, 0.2650], [-8.2562, 1.4959, -0.4792], [-6.0798, 2.5782, -0.8802], [-3.9955, 1.3372, -0.5293]],
  "homo_energy_ev": -7.72,
  "smiles": "O=C(NC[C@H](c1cccnc1)N1CCN(c2ccccc2F)CC1)c1ccccc1",
  "charge": 0,
  "e_lumo_ev": 0.61,
  "homo_lumo_gap_ev": 8.33
}



{
  "formula": "C34H40BClF3INO8S3",
  "method": "wB97M-V/def2-TZVPD",
  "species": ["C", "C", "C", "I", "C", "Cl", "O", "B", "C", "C", "C", "S", "C", "S", "N", "C", "C", "C", "C", "C", "C", "C", "F", "F", "F", "O", "C", "S", "H", "H", "H", "H", "H", "H", "H", "H", "H", "H", "H", "H", "H", "H", "H", "H", "H", "H", "H", "H", "H", "H", "H", "H", "H", "H", "H", "H", "C", "C", "C", "O", "C", "C", "C", "O", "H", "H", "H", "H", "C", "C", "C", "O", "C", "C", "C", "O", "H", "H", "H", "H", "C", "C", "C", "O", "C", "C", "C", "O", "H", "H", "H", "H"],
  "xyz": [[2.3798, -2.7246, 8.5210], [1.2660, -3.3784, 7.6863], [0.2496, -2.3764, 7.1247], [-1.6275, -3.3850, 6.8317], [0.6313, -1.6060, 5.8253], [-0.0483, 0.1646, 6.1784], [0.0142, -2.0493, 4.7366], [0.8843, -1.9002, 3.5119], [0.6996, -0.4379, 2.8284], [-0.7467, -0.0508, 2.5219], [-1.0064, 1.4636, 2.4304], [0.3186, 2.3275, 1.5834], [1.2528, 3.1117, 2.8353], [0.7819, 3.3581, 4.3767], [2.5438, 3.5153, 2.3754], [3.4089, 2.3799, 1.9857], [3.5162, 2.0365, 0.5028], [2.5102, 4.6375, 1.4329], [1.9023, 5.8902, 2.0621], [0.6603, -3.1406, 2.4807], [1.9813, -3.5508, 1.8351], [1.8598, -4.6204, 0.7898], [3.0058, -4.7868, 0.0851], [1.5712, -5.8347, 1.3083], [0.9034, -4.3764, -0.1326], [2.2543, -1.9926, 4.1435], [2.1769, -1.5885, 5.4567], [3.1522, -0.0785, 5.8417], [3.2276, -2.3839, 7.9282], [2.7599, -3.4398, 9.2552], [1.9993, -1.8586, 9.0679], [0.7204, -4.0617, 8.3380], [1.6749, -3.9924, 6.8770], [0.0227, -1.6547, 7.9054], [1.2855, -0.4381, 1.8987], [1.1345, 0.3075, 3.5066], [-1.0682, -0.5151, 1.5833], [-1.3980, -0.4217, 3.3214], [-1.9201, 1.6741, 1.8695], [-1.1169, 1.8976, 3.4243], [3.0358, 1.4970, 2.5131], [4.4032, 2.5835, 2.3975], [3.9087, 2.8590, -0.0992], [4.2110, 1.1974, 0.3982], [2.5558, 1.7125, 0.0989], [3.5489, 4.8342, 1.1573], [1.9543, 4.3723, 0.5222], [2.1562, 5.9165, 3.1248], [2.2921, 6.7896, 1.5832], [0.8132, 5.8854, 1.9926], [-0.0370, -2.8377, 1.6904], [0.2115, -3.9907, 3.0071], [2.6787, -3.9181, 2.5905], [2.4593, -2.6922, 1.3538], [2.7129, -2.3109, 6.0730], [2.2824, 0.8554, 5.4396], [-4.7063, -0.6027, -2.1445], [-3.9908, 0.1495, -1.3125], [-2.5040, 0.1162, -1.3317], [-1.8521, 0.8056, -0.5802], [-1.8503, -0.7933, -2.3045], [-2.5667, -1.5483, -3.1316], [-4.0482, -1.5072, -3.1219], [-4.7028, -2.1781, -3.8940], [-5.7889, -0.5962, -2.1555], [-4.4419, 0.8175, -0.5897], [-0.7680, -0.7947, -2.2988], [-2.1158, -2.2119, -3.8561], [-0.1976, -2.3165, -8.3924], [-0.8430, -1.9482, -7.2896], [-0.3470, -0.8298, -6.4519], [-0.9438, -0.4882, -5.4498], [0.8909, -0.1372, -6.8801], [1.5361, -0.5054, -7.9829], [1.0428, -1.6232, -8.8272], [1.6280, -1.9581, -9.8337], [-0.5355, -3.1270, -9.0253], [-1.7510, -2.4323, -6.9518], [1.2241, 0.6760, -6.2482], [2.4399, -0.0163, -8.3227], [-3.1578, 1.7180, -6.1669], [-4.0683, 2.0700, -5.2632], [-4.9694, 3.2265, -5.4922], [-5.8063, 3.5512, -4.6786], [-4.8104, 3.9784, -6.7663], [-3.8984, 3.6276, -7.6684], [-3.0029, 2.4668, -7.4365], [-2.1706, 2.1398, -8.2579], [-2.4863, 0.8825, -6.0348], [-4.2002, 1.5393, -4.3279], [-5.4792, 4.8183, -6.9058], [-3.7628, 4.1578, -8.6025]],
  "homo_energy_ev": -5.48,
  "charge": -1,
  "e_lumo_ev": -0.54,
  "homo_lumo_gap_ev": 4.93
}



The calculation returns the following F_max values, one per record and in order: 0.5 0.5 eV/A.
The calculation returns the following E_tot values, one per record and in order: -36019.3803 -115735.9479 eV.